# 1
Computed, not measured: a cluster of 4 separate species, C30H66N4O11 in total, with ωB97M-V/def2-TZVPD.

Each line ends with the Mulliken charge.
Cartesian coordinates (Å):
1 C 4.579 2.614 -2.423  -0.78
2 C 3.914 1.602 -3.504  -0.46
3 C 2.316 1.646 -3.256  -0.44
4 C 1.597 0.477 -4.102  -0.52
5 N 1.098 -0.667 -3.284  -0.26
6 C -0.164 -0.355 -2.579  0.05
7 O -0.201 -1.111 -1.309  -0.43
8 C -1.570 -0.858 -0.897  0.50
9 O -1.898 -0.862 0.304  -0.55
10 O -2.411 -0.577 -2.049  -0.29
11 C -1.550 -0.931 -3.173  0.55
12 C -1.704 -0.132 -4.553  -0.68
13 C -3.066 -0.408 -5.349  -0.85
14 O -4.258 0.139 -4.730  -0.22
15 C -4.142 1.528 -4.464  0.48
16 O -3.561 2.338 -5.246  -0.58
17 C -4.761 2.042 -3.057  -0.36
18 C -3.603 2.779 -2.181  -0.82
19 H 5.721 2.608 -2.438  0.33
20 H 4.118 3.649 -2.596  0.28
21 H 4.189 2.270 -1.391  0.03
22 H 4.307 0.532 -3.427  0.33
23 H 4.168 2.024 -4.535  0.28
24 H 2.106 1.624 -2.133  0.16
25 H 1.946 2.668 -3.649  0.27
26 H 2.392 0.049 -4.824  0.45
27 H 0.806 0.968 -4.761  0.11
28 H 1.817 -1.034 -2.644  0.31
29 H -0.324 0.725 -2.213  0.13
30 H -1.638 -2.052 -3.363  0.21
31 H -1.479 0.967 -4.346  0.43
32 H -0.850 -0.505 -5.240  0.31
33 H -3.211 -1.557 -5.352  0.36
34 H -2.922 -0.118 -6.447  0.32
35 H -5.031 1.093 -2.455  0.24
36 H -5.677 2.723 -3.219  0.38
37 H -4.007 2.905 -1.122  0.33
38 H -3.426 3.805 -2.683  0.30
39 H -2.615 2.204 -2.181  0.06
40 C 5.587 -0.280 1.862  -0.70
41 O 4.647 0.648 1.346  -0.23
42 C 3.290 0.323 1.659  -0.62
43 C 2.723 1.282 2.711  -0.40
44 N 3.325 1.054 4.022  -0.02
45 C 3.064 2.120 4.997  -0.18
46 C 3.537 3.543 4.653  -0.68
47 O 4.951 3.709 4.644  -0.46
48 C 5.593 3.273 3.456  -0.53
49 H 6.548 -0.087 1.380  0.23
50 H 5.718 -0.155 2.939  0.18
51 H 5.294 -1.312 1.638  0.36
52 H 3.174 -0.722 1.959  0.40
53 H 2.722 0.462 0.732  0.26
54 H 1.640 1.136 2.779  0.35
55 H 2.908 2.300 2.353  0.22
56 H 4.328 0.964 3.917  -0.04
57 H 3.563 1.815 5.924  -0.16
58 H 1.990 2.142 5.211  0.52
59 H 3.170 4.199 5.449  0.45
60 H 3.094 3.926 3.728  0.42
61 H 4.980 3.440 2.567  0.29
62 H 5.867 2.221 3.546  0.15
63 H 6.521 3.839 3.344  0.33
64 C -8.501 -3.597 -5.027  -0.70
65 O -8.233 -2.215 -5.204  -0.38
66 C -6.845 -1.916 -5.369  -0.69
67 C -6.538 -1.523 -6.820  0.20
68 N -6.639 -2.674 -7.716  -0.39
69 C -6.663 -2.324 -9.141  -0.70
70 C -7.795 -1.410 -9.641  -0.50
71 O -9.087 -2.007 -9.625  -0.44
72 C -9.726 -2.007 -8.358  -0.50
73 H -9.530 -3.697 -4.677  0.25
74 H -8.410 -4.142 -5.970  0.29
75 H -7.839 -4.039 -4.274  0.32
76 H -6.201 -2.731 -5.024  0.44
77 H -6.642 -1.049 -4.732  0.18
78 H -5.525 -1.111 -6.873  0.25
79 H -7.242 -0.733 -7.097  0.06
80 H -7.485 -3.187 -7.505  0.10
81 H -6.733 -3.270 -9.688  0.37
82 H -5.700 -1.878 -9.407  0.39
83 H -7.585 -1.193 -10.694  0.37
84 H -7.810 -0.438 -9.138  0.35
85 H -9.489 -1.115 -7.772  0.28
86 H -9.466 -2.912 -7.809  0.14
87 H -10.806 -2.030 -8.523  0.31
88 C 3.795 -0.321 12.070  -0.70
89 O 5.069 -0.334 11.447  -0.33
90 C 5.559 -1.648 11.170  -0.81
91 C 5.514 -1.948 9.668  -0.14
92 N 4.140 -2.108 9.196  -0.32
93 C 4.001 -2.090 7.736  -0.99
94 C 4.470 -0.835 6.981  -0.22
95 O 3.673 0.323 7.207  -0.50
96 C 3.958 1.014 8.414  -0.49
97 H 3.617 0.687 12.451  0.23
98 H 3.002 -0.557 11.356  0.29
99 H 3.756 -1.018 12.916  0.33
100 H 5.039 -2.414 11.753  0.40
101 H 6.608 -1.654 11.486  0.39
102 H 6.074 -2.868 9.471  0.38
103 H 6.021 -1.123 9.159  0.13
104 H 3.569 -1.362 9.575  0.10
105 H 2.935 -2.225 7.527  0.42
106 H 4.514 -2.966 7.327  0.40
107 H 4.372 -1.053 5.912  0.22
108 H 5.530 -0.614 7.141  0.36
109 H 5.019 0.976 8.675  0.27
110 H 3.345 0.618 9.224  0.06
111 H 3.675 2.061 8.280  0.38

Properties
E_tot: -2229.051886 hartree
Highest occupied orbital energy: -8.42 eV
Orbital gap: 9.04 eV
SMILES: CCCCN[C@@H]1OC(=O)O[C@H]1CCOC(=O)CC.COCCNCCOC.COCCNCCOC.COCCNCCOC

# 2
Computed, not measured: a cluster of 10 separate species, C30H66O30S3 in total, with ωB97M-V/def2-TZVPD.

Each line ends with the Mulliken charge.
Cartesian coordinates (Å):
1 C 22.141 17.571 19.442  -0.52
2 O 21.643 18.102 18.220  -0.37
3 C 21.060 17.149 17.446  0.92
4 O 20.980 15.995 17.719  -0.57
5 O 20.682 17.759 16.363  -0.41
6 C 20.224 17.144 15.135  -0.47
7 H 22.894 18.213 19.851  0.29
8 H 22.580 16.548 19.294  0.27
9 H 21.305 17.457 20.166  0.08
10 H 19.434 16.404 15.420  0.13
11 H 21.076 16.612 14.671  0.37
12 H 19.926 17.980 14.503  0.23
13 C 13.633 13.814 13.515  -0.69
14 O 14.626 12.929 12.860  0.10
15 C 14.189 11.775 12.298  0.72
16 O 14.872 10.932 11.740  -0.66
17 O 12.864 11.638 12.408  -0.33
18 C 12.233 10.436 11.929  -0.79
19 H 14.202 14.651 13.913  0.02
20 H 13.188 13.331 14.382  0.21
21 H 12.913 14.045 12.756  0.67
22 H 11.416 10.642 11.254  0.29
23 H 11.908 9.745 12.739  0.21
24 H 12.960 9.804 11.384  0.34
25 C 12.464 15.836 15.982  -0.32
26 O 11.306 15.321 16.657  -0.28
27 C 10.651 14.209 16.359  0.78
28 O 11.049 13.360 15.599  -0.55
29 O 9.566 14.072 17.093  -0.40
30 C 9.086 12.689 17.232  -0.59
31 H 12.284 15.747 14.911  0.41
32 H 13.316 15.229 16.259  -0.12
33 H 12.556 16.902 16.224  0.22
34 H 9.759 12.126 17.874  0.26
35 H 9.083 12.220 16.235  0.28
36 H 8.095 12.847 17.598  0.23
37 C 16.175 14.860 22.076  -0.94
38 O 16.992 14.326 21.031  0.30
39 C 18.307 14.126 21.361  0.48
40 O 18.835 14.385 22.459  -0.67
41 O 18.914 13.601 20.321  0.15
42 C 20.247 13.247 20.463  -0.96
43 H 15.305 14.242 22.174  0.18
44 H 16.010 15.875 21.823  0.08
45 H 16.758 14.816 22.982  0.53
46 H 20.671 13.814 21.258  0.45
47 H 20.738 13.515 19.549  0.26
48 H 20.283 12.155 20.689  0.10
49 C 16.675 17.321 17.499  0.39
50 O 16.696 18.094 18.743  -0.54
51 C 17.766 17.909 19.591  0.73
52 O 18.677 17.132 19.382  -0.39
53 O 17.515 18.570 20.707  -0.29
54 C 18.490 18.481 21.821  -0.69
55 H 17.466 17.573 16.809  0.40
56 H 15.742 17.562 16.969  0.14
57 H 16.634 16.265 17.747  -0.83
58 H 18.776 17.492 22.016  0.27
59 H 17.873 18.806 22.644  0.26
60 H 19.362 19.030 21.482  0.29
61 C 17.000 10.260 17.281  -0.18
62 O 17.323 10.709 18.557  -0.08
63 C 17.153 9.825 19.551  0.58
64 O 16.694 8.724 19.415  -0.58
65 O 17.687 10.387 20.634  -0.04
66 C 17.965 9.569 21.735  -0.86
67 H 16.002 9.896 17.309  0.03
68 H 17.711 9.498 16.863  0.38
69 H 17.018 11.068 16.577  -0.19
70 H 17.157 8.821 21.912  0.33
71 H 18.001 10.169 22.593  0.26
72 H 18.982 9.159 21.630  0.30
73 C 13.231 10.348 15.935  -0.48
74 O 13.066 9.097 16.609  -0.46
75 C 13.096 9.119 17.965  0.83
76 O 13.328 10.045 18.649  -0.48
77 O 12.897 7.891 18.544  -0.37
78 C 12.844 6.747 17.671  -0.71
79 H 12.289 10.566 15.523  0.47
80 H 13.967 10.247 15.158  0.21
81 H 13.382 11.190 16.657  0.09
82 H 12.738 5.889 18.323  0.28
83 H 13.854 6.615 17.138  0.25
84 H 12.118 6.760 16.967  0.33
85 O 19.386 14.169 11.656  -0.65
86 S 18.634 13.632 12.768  1.16
87 O 19.296 13.321 13.998  -0.63
88 O 17.435 14.649 13.097  0.39
89 C 17.036 15.634 12.097  -0.38
90 C 17.809 16.861 12.365  -1.11
91 C 17.762 12.238 12.209  -0.62
92 H 15.973 15.810 12.271  0.18
93 H 17.099 15.296 11.029  0.42
94 H 17.639 17.660 11.621  0.45
95 H 18.850 16.620 12.314  0.35
96 H 17.549 17.319 13.340  0.07
97 H 18.470 11.372 12.308  0.44
98 H 17.457 12.406 11.226  0.37
99 H 16.914 12.014 12.791  -0.23
100 O 16.066 12.862 15.652  -0.41
101 S 16.376 14.199 16.153  1.14
102 O 16.188 15.371 15.390  -0.88
103 O 15.381 14.410 17.420  0.87
104 C 15.083 13.394 18.359  1.48
105 C 14.010 13.902 19.254  -0.89
106 C 17.969 14.207 16.845  -0.34
107 H 15.949 13.306 19.061  -0.54
108 H 14.896 12.400 17.934  -0.41
109 H 13.048 14.154 18.733  -0.13
110 H 14.325 14.854 19.746  -0.20
111 H 13.819 13.205 20.038  0.56
112 H 17.948 13.377 17.571  -0.33
113 H 18.200 15.114 17.396  -0.03
114 H 18.690 14.000 16.039  0.29
115 O 14.079 17.141 20.489  -0.62
116 S 13.583 18.408 19.995  1.35
117 O 13.451 18.620 18.601  -0.68
118 O 12.201 18.684 20.715  -0.36
119 C 10.975 18.048 20.076  -0.28
120 C 10.540 18.642 18.815  -0.82
121 C 14.560 19.665 20.659  -0.78
122 H 10.281 18.154 20.889  0.32
123 H 11.202 17.032 19.948  0.31
124 H 10.874 18.155 17.923  0.06
125 H 10.967 19.665 18.747  0.30
126 H 9.492 18.769 18.771  0.41
127 H 15.489 19.456 20.121  0.10
128 H 14.695 19.631 21.720  0.34
129 H 14.095 20.621 20.395  0.37

Properties
E_tot: -4634.388242 hartree
ΔE to the lowest compared entry with this formula, charge and spin: 20.2 kcal per mole
Highest occupied orbital energy: -10.55 eV
Orbital gap: 11.07 eV
SMILES: CCOS(C)(=O)=O.CCOS(C)(=O)=O.CCOS(C)(=O)=O.COC(=O)OC.COC(=O)OC.COC(=O)OC.COC(=O)OC.COC(=O)OC.COC(=O)OC.COC(=O)OC